Entry 1:
A molecular structure, C31H46BBr39FN2O6S at a distorted geometry. Source: the OMol25 dataset; level of theory: wB97M-V/def2-TZVPD.

Geometry as XYZ:
```
127
Properties=species:S:1:pos:R:3
F 0.90514 3.32973 2.03449
H -10.86462 3.30033 -1.33794
H 6.59384 -3.25273 -1.92871
Br -1.72549 -2.18071 -11.12466
C 6.18008 -3.85635 -1.13311
Br -3.10193 -4.28439 -9.17627
H -10.05477 1.26320 1.31759
H -5.14102 0.46339 -0.42840
Br -0.63399 -2.14339 -6.78676
C 11.51567 -6.37827 -0.52169
Br -3.12463 -1.21467 -5.03149
H -0.09654 -1.41509 -3.60195
O -9.65190 1.80889 -0.65765
C -1.18577 -2.02924 -1.87404
H -10.09588 -0.94602 0.72791
C 2.92559 1.21201 2.71766
H 1.74785 -0.95631 1.13397
Br -6.51574 -0.63758 4.55010
Br 13.71119 -1.73040 3.82555
H -6.66326 -1.84794 -0.78493
Br 13.55587 -2.79983 0.83181
N 0.24025 3.07205 -2.86847
Br 7.64254 -4.72069 -0.24364
H 0.84891 -0.91852 -0.98713
H 15.31280 -1.48225 1.96063
H -5.65481 0.08273 1.19673
H 3.09146 7.07352 0.52246
H -3.72134 -1.13596 1.10705
H -1.87019 -1.80885 0.15265
Br -4.36238 -3.75846 3.76348
C 8.72627 0.53386 2.52227
Br -3.95205 1.28966 4.45881
H -0.51601 -2.77875 -1.45651
O 2.87942 4.11231 0.88045
C -2.11196 -1.37123 -0.81437
C -3.36487 -2.74076 -10.29512
Br 4.97208 -5.11317 -1.94367
H 9.13670 1.13610 1.72435
Br -4.22533 -0.90220 6.73129
Br -1.98357 -4.17901 -4.75707
C -9.26266 -0.44170 0.23445
C -3.61141 -1.56759 -1.04487
C 0.78588 1.08082 -1.78200
H -8.34176 1.39608 0.83612
H -4.04383 -3.02920 -11.08406
C 1.18070 1.70370 -0.57386
Br 12.39961 -0.82163 7.06265
H -11.70921 1.91112 -0.62420
Br -4.78930 1.11037 -3.49625
C -5.65495 -4.82476 2.82775
H -5.81335 -5.73318 3.38983
Br 10.17694 1.45146 7.14896
C -5.19120 0.30557 5.57492
H -5.70274 1.00616 6.20996
O 1.10290 -0.23642 1.14926
H -4.85174 -2.35589 0.58121
H -7.19792 -0.16584 -1.10222
H -1.83690 -2.54693 -2.57985
Br 7.84078 1.73669 3.73969
O 2.86172 1.38220 1.27482
H -9.39320 -0.61923 -0.83157
Br 4.32034 0.00930 -3.08498
Br -4.19593 -1.30814 -9.31349
H 4.96035 0.61931 2.88835
H -8.08836 -2.07013 0.93947
H 0.12666 1.27055 -3.68973
H -5.55193 3.44376 -3.78694
Br 11.15475 -5.90019 1.30742
O 0.36420 5.02337 -1.79009
C 0.54301 3.69172 -1.77532
Br 10.19199 -0.38411 3.34903
B 1.74361 0.89728 0.70848
H 1.95887 1.01769 3.17383
C 1.04170 3.09034 -0.57735
Br 13.35541 -6.86379 -0.78604
Br -7.35119 -3.91326 2.74538
H 3.95412 -0.12290 4.09735
Br -3.17967 3.83848 -3.20032
C 5.51809 1.27524 -2.25617
Br 9.32431 -1.61424 7.27317
S 1.46306 4.11734 0.82978
H 1.21351 5.42581 -2.04930
H -1.15001 -0.16197 -2.94715
C -4.38571 -1.41449 0.28656
H 1.72245 -0.64471 -2.49580
H -2.94209 -3.01196 -6.71319
Br 6.98532 0.38550 -1.40309
H -3.86031 -2.54870 -1.45306
Br 10.96518 -4.98483 -1.72937
C 14.23477 -1.42867 1.99626
H -4.04321 -0.82314 -1.71615
C -7.86370 3.53195 4.51102
H -10.86016 3.10476 0.41901
Br 4.10559 9.17157 -0.29421
C -10.84222 2.57040 -0.53285
Br 5.26736 -2.65279 0.06464
H 3.28317 2.16249 3.11088
H 5.91792 1.89100 -3.04884
Br 7.48474 -0.70145 1.71654
C 0.81144 -0.41700 -1.94482
C -5.48785 -0.35240 0.20908
H 3.91373 -0.67827 2.37127
Br -6.07920 2.71263 4.52567
C -6.83699 -0.86378 -0.34740
Br 4.60549 2.43075 -1.01845
Br -7.96164 5.06475 5.67225
H 10.73606 -0.29027 8.80772
H 10.91737 -7.24899 -0.74613
Br 13.73609 0.33067 1.39677
Br -5.01891 -5.34722 1.08698
C -2.26847 -2.68726 -5.93226
N 0.37362 1.75229 -2.83149
C 3.89796 7.27136 -0.16990
Br -5.70103 3.26396 -1.33335
C -7.92150 -1.01292 0.73441
H -1.92808 -0.29325 -0.81306
C 10.66779 -0.31499 7.73034
Br 3.37395 6.51409 -1.87397
C -4.90353 2.98408 -3.05527
Br 5.47265 6.41343 0.51143
H -7.66482 -0.49015 1.65610
O 0.84907 5.38418 0.77622
C -9.33759 1.07436 0.51877
C 3.98167 0.17048 3.05128
C -0.45270 -0.95365 -2.67690
H -8.56592 2.80169 4.89065
Br -8.41065 3.95615 2.71382
```

Values from the calculation:
Calculated total energy: -2794032.9905 eV
Total charge: +1
Highest occupied orbital energy: -0.3944 Eh
Maximum force: 4.24 eV/A
LUMO: -4.9 eV

Entry 2:
A molecular structure, C31H46BrN3OOsP2 at a distorted geometry. Source: the OMol25 dataset; level of theory: wB97M-V/def2-TZVPD.

Geometry as XYZ:
```
85
Properties=species:S:1:pos:R:3
H -3.82717 2.15420 2.35187
C 2.31544 0.32553 2.93434
H -1.71935 3.29892 2.81170
C -3.82792 2.36232 1.27584
C 2.11189 0.56701 0.35604
C -1.68143 -0.80932 -2.01163
C 2.49326 -0.69660 3.89112
H 1.95063 -1.63288 3.83054
H -3.78404 -0.96739 -2.40101
C -0.96668 1.52203 3.76392
H -5.39074 -5.47477 2.23015
H -2.93670 -0.09591 -3.70798
C 0.24553 4.45745 0.53494
H -0.26110 2.50385 -2.44071
C -0.41619 3.24033 -0.10109
O -3.25920 -6.23948 1.26289
C 2.99682 -2.35088 -1.82692
H -0.19106 -0.77711 -5.75977
H 1.38875 -1.52640 -5.63215
N 4.04646 0.60976 5.15766
H -0.38867 0.64474 3.48070
H -2.95727 0.46776 0.72151
C 0.41714 1.83575 -2.99259
H 1.55665 -1.20722 1.72586
H -1.12798 -5.05524 0.17040
H 1.74143 -1.04875 -3.37778
H -4.96668 -3.83151 2.44222
H -4.81323 2.08152 0.88549
C 0.44216 2.41247 -4.42766
P 0.00037 0.09709 -2.21686
H -1.38752 -1.85128 -1.76713
C -1.37045 -4.12456 0.68182
H 2.05243 -2.10232 0.08439
H 1.05746 3.32818 -4.38973
H -3.31771 -2.62612 3.02706
H 0.64522 5.10337 -0.25814
H 0.89664 1.76410 -5.17732
H -2.83215 -1.89051 -3.54357
C -2.56951 -2.79063 2.25147
C 0.70318 -0.92372 -3.68819
H -1.98400 1.18935 3.97480
C -3.47460 -5.10268 1.67131
H 0.23347 -3.06063 -0.33269
H 1.29280 0.19465 -5.55429
N -0.80098 -1.78608 0.93943
H 2.80264 2.43846 2.60499
H 0.02467 3.14915 2.76114
H -0.54873 2.73906 -4.77812
C 4.16742 -0.38287 -2.66930
C -2.77450 1.54054 0.54294
C 3.57643 0.37224 -1.66895
H -3.70598 3.43843 1.10856
H 3.61205 -1.34705 5.64250
P -0.99882 1.87631 0.98861
H 4.41346 2.52224 4.50596
H 2.40673 1.61180 0.46801
Os 0.28154 0.12125 0.20615
H 4.79994 0.07630 -3.41830
H 1.44715 1.99102 -2.61794
C 3.40655 -0.53745 4.93990
C -0.90620 2.57284 2.67997
H -0.43573 5.06168 1.14545
H 0.19452 -1.89257 -3.56920
C -2.46389 -4.00059 1.55663
Br 4.39996 -2.71917 -4.24913
H -1.22403 3.52314 -0.79249
H -2.09740 -0.37325 -1.07960
H 0.36434 2.74653 -0.70745
C -0.58232 -3.00941 0.39254
C 3.85291 -1.75800 -2.76910
H -1.75002 -0.79927 2.51183
H 1.09280 4.13751 1.15066
C 1.63355 -0.09438 1.61348
H 2.59345 -3.35306 -1.96328
C 3.86048 1.60505 4.29666
C 2.60667 -1.62348 -0.70610
H -0.53858 1.90451 4.69628
H 3.65258 1.46040 -1.67665
C -2.85827 -0.93080 -3.00130
C 2.85147 -0.26082 -0.63731
C 2.97856 1.54123 3.19240
C -1.70457 -1.73601 1.94696
H -2.87380 1.68648 -0.54561
C 0.77176 -0.70875 -5.23052
N -4.66418 -4.77762 2.27847
```

Values from the calculation:
Calculated total energy: -130451.4750 eV
Total charge: +4
Highest occupied orbital energy (alpha / beta): -0.6834 / -0.6833 Eh
Maximum force: 6.51 eV/A
LUMO (alpha / beta): -12.7 / -15.3 eV
Multiplicity: 5
ΔE to the lowest compared entry with this formula, charge and spin: 32.03 kcal/mol

Entry 3:
A molecular structure, C31H46CeCl2N5O2S3Si at a distorted geometry. Source: the OMol25 dataset; level of theory: wB97M-V/def2-TZVPD.

Geometry as XYZ:
```
91
Properties=species:S:1:pos:R:3
H -3.92332 -2.19080 1.00750
C -0.71431 -2.06625 1.54102
S -0.76233 0.58459 -2.05887
C 5.09174 3.31963 3.15612
C 3.89919 3.07857 2.49542
H -4.86902 -0.70390 -0.79100
H 5.51499 4.31012 3.10319
C 4.01142 0.85539 3.33056
H -2.46319 -4.97939 2.11066
H -4.87984 -0.99081 1.82732
O 3.80548 -1.55362 2.24743
H 0.40268 -5.82290 0.33658
H 3.34901 -0.88577 -0.32156
C 1.67414 1.07357 -3.19459
C 2.88198 -0.29690 -1.13185
H -0.64277 1.33228 -6.38604
H -3.50908 1.75640 0.04772
H -4.91818 1.08326 0.89990
H 0.88278 4.08965 -2.97593
C 0.98093 0.49125 -2.09299
H 0.05392 -2.12033 -1.61764
H -2.52580 4.25301 1.82275
C -1.99311 -3.97599 2.25771
C -3.84659 -1.23857 1.50472
C 5.27085 1.06074 3.90148
Si 0.68400 2.08277 -4.42732
H -1.38228 -2.02065 -2.89467
H -0.34657 2.91510 3.21208
N 1.57509 -0.18603 -1.08823
H 4.74168 0.25428 -2.03856
H -0.61516 3.22627 -2.71619
C 0.89227 -4.95624 -0.06896
C 3.66600 0.34623 -2.09945
H 3.38156 3.77447 1.86235
H 2.36199 3.62838 -5.47825
C -0.63348 1.05313 -5.33119
H 3.65211 1.42552 -3.96140
H -1.87028 -3.30719 -0.75684
H 1.76610 -5.30685 -0.66947
C 1.78927 2.76639 -5.79706
C -3.77041 -0.63933 -0.80521
C -3.24326 1.65368 2.14851
C 0.70300 -2.93576 -1.26603
H -3.41681 -1.63914 -1.10528
C -1.46907 -2.26564 3.88551
H -3.20592 -1.36842 2.42132
S 1.26156 2.45353 1.11044
C 5.75782 2.33578 3.86330
H -2.41591 3.34383 0.26005
H 1.32850 -2.56563 -0.40410
C 2.20098 1.34974 1.94812
C -1.34223 2.49019 3.32218
C -1.24425 -3.94651 -0.12446
C -1.28308 -3.34449 1.28270
H -3.46815 0.11407 -1.51876
H -0.44689 -0.03043 -5.32833
C -0.78619 -1.59555 2.84655
H -1.34579 1.57088 3.88890
H -2.14267 -1.22188 -4.32226
H 1.34543 -4.41557 0.77826
H 5.80153 0.20048 4.33356
H -0.21178 -0.72569 3.12130
H -1.45279 -1.93304 4.92758
H -3.11246 0.85531 2.87340
C 3.39437 1.82230 2.59706
H -3.91815 2.38734 2.59844
Cl -0.43958 -2.86779 -4.91593
H -2.64625 -4.00175 4.31085
C 0.07210 3.56631 -3.47321
H -1.66801 1.17767 -4.96722
O 2.51813 -1.14049 4.29052
C -2.08805 -3.44970 3.57586
H -1.74038 -4.93393 -0.06574
H 6.71764 2.55434 4.35216
C -1.97399 3.51921 1.23546
Ce -0.49645 0.13017 0.66978
C -1.71924 -2.15788 -3.90280
C -3.80543 1.08770 0.87995
Cl -3.14551 -3.25450 -3.80802
C 3.04450 0.98065 -3.15437
N 1.85525 0.07469 2.13166
H 2.41543 1.99164 -6.30806
N -1.89565 2.26143 2.01393
H -0.93339 3.91032 1.08253
S 3.05268 -0.64633 3.08238
N -3.30473 -0.26039 0.57220
H 1.18722 3.17027 -6.57825
N 0.00332 -4.15485 -0.85893
H 1.42184 -3.21429 -2.07817
H -1.89940 3.25534 3.88909
H -0.48332 4.29328 -4.07492
```

Values from the calculation:
Calculated total energy: -122797.6113 eV
Total charge: 0
Highest occupied orbital energy (alpha / beta): -0.2893 / -0.2892 Eh
Maximum force: 2.21 eV/A
LUMO (alpha / beta): -0.3 / -0.3 eV
Multiplicity: 2
ΔE to the lowest compared entry with this formula, charge and spin: 0.00 kcal/mol

Entry 4:
A molecular structure, C31H46InP2 at a distorted geometry. Source: the OMol25 dataset; level of theory: wB97M-V/def2-TZVPD.

Geometry as XYZ:
```
80
Properties=species:S:1:pos:R:3
H 0.45376 -1.40443 -6.68949
H -2.81107 -1.73184 -3.86563
C -1.37367 4.92318 4.22582
H -2.96324 -2.16721 1.16586
H -2.78334 -0.79577 2.79852
C 0.77934 -3.69986 0.11260
H 1.53133 2.70067 -7.24505
H 1.12627 3.52261 -5.74404
C -1.36277 -0.39739 -6.27009
In -0.36083 0.83140 -2.03101
H 1.48450 -0.67756 -4.82096
H -0.45015 2.91187 -3.77014
C -0.89936 3.19931 2.03477
C -0.73744 -1.07309 2.26908
H 0.99193 1.30978 2.69662
H 3.62437 3.48978 -2.93618
C 1.08790 0.09723 -5.49064
H -2.30462 -3.75834 1.53662
H 3.29680 -2.55495 2.14866
H 1.22211 3.63068 2.44548
C -1.82773 -0.25350 2.83115
H 3.11609 -2.02555 0.48228
H -1.60746 -1.38488 -5.82754
C 0.98300 2.57267 -6.28644
C 0.17701 2.01794 -3.67950
H 3.28672 -0.82953 1.77790
C 2.53048 3.61953 -3.12664
H -0.65785 1.89441 -7.58339
H -1.81532 -1.29007 -2.36996
H -0.05649 -3.89632 -0.56444
C 2.89310 0.40123 -3.05798
C -2.12420 -2.83100 0.98470
H 2.79730 1.54943 -5.53265
H 0.70256 0.39425 4.18889
H 0.33032 0.08156 -7.54585
H -4.00752 2.21390 -4.19949
C 0.65550 -0.79189 2.41821
C -2.13192 0.77704 -5.56552
C 0.19349 -0.34400 -6.53904
C 1.67804 1.41608 -5.45582
H -3.45759 4.50313 3.89808
C -2.44103 4.30584 3.56281
H -3.26510 2.17195 -2.54399
C 0.43762 -2.60476 1.04417
C -0.86926 -2.19021 1.41758
H -3.06621 2.99385 2.00347
H -2.09773 -3.08101 -0.07825
C -1.56530 2.16832 -5.63056
H 2.34850 4.07240 -4.13495
H 2.26304 0.23366 3.34067
C -0.64946 1.60858 -0.09483
H 1.65752 -3.43595 -0.49062
H 3.28480 0.37270 -1.98607
H -0.96732 -1.60480 -3.95374
H 1.01206 -4.64847 0.62018
H 2.04930 4.20594 -2.30900
P 1.95677 1.95844 -3.48832
C -0.51886 2.47557 -6.65929
H 0.76003 5.12014 4.34630
C 1.18660 0.34938 3.20060
H 3.71618 0.58547 -3.83883
C -0.73687 2.34562 0.90310
H 2.28764 -0.54340 -3.30193
C -1.90860 -1.19818 -3.47726
C -0.06475 4.65355 3.81105
C -3.62070 1.55926 -3.39330
C -2.21045 3.46092 2.49232
H -1.56184 5.60550 5.05654
H -4.37892 0.83286 -3.06729
H -0.80498 3.48324 -6.99522
C 0.18030 3.80727 2.73288
P -2.30132 0.49723 -3.85034
C 1.38150 -1.74195 1.65575
H -1.60579 0.00676 3.88005
H -2.27937 2.99973 -5.43098
H -1.93369 0.69198 2.27230
H -0.17828 1.23650 -4.39931
H -1.85937 -0.33470 -7.24805
C 2.84528 -1.78945 1.51047
H -3.18680 0.73461 -6.02811
```

Values from the calculation:
Calculated total energy: -56623.5071 eV
Total charge: +1
Highest occupied orbital energy (alpha / beta): -0.2799 / -0.2802 Eh
Maximum force: 4.78 eV/A
LUMO (alpha / beta): -4.3 / -4.2 eV
ΔE to the lowest compared entry with this formula, charge and spin: 131.31 kcal/mol